(1)
Below is a structure of composition C51H45N8P2PtS4 in a non-equilibrium geometry, with properties calculated with wB97M-V/def2-TZVPD.

Summary:
Charge   +3
LUMO level (alpha / beta)   -6.3575 / -11.1861 eV
Multiplicity   5
Orbital gap (alpha / beta)   6.53 / 1.72 eV
HOMO energy (alpha / beta)   -0.474 / -0.474 Eh

The geometry in XYZ format:
```
111
Properties=species:S:1:pos:R:3:mulliken_spin:R:1
Pt -17.4046 -9.9778 11.3670 1.079
S -23.5138 -11.5918 10.3064 -0.011
C -24.8961 -12.5715 10.3270 0.212
C -25.5600 -12.6508 11.6280 -0.015
C -24.8439 -11.8329 12.5569 0.075
C -23.7605 -11.1975 11.9837 0.108
C -22.9273 -10.2503 12.6899 0.097
C -21.9084 -9.3754 12.1275 0.033
N -21.1416 -8.5522 12.7281 0.015
C -21.1961 -8.4347 14.1012 0.051
C -22.1283 -9.1478 14.7697 0.001
C -22.4243 -8.8523 16.1909 0.020
C -21.8034 -7.8717 16.8279 -0.017
C -20.7420 -7.2033 16.0551 0.033
C -20.1272 -5.9898 16.6341 -0.020
C -19.4154 -5.1359 15.8947 0.081
C -19.0781 -5.5229 14.6033 0.006
N -19.5129 -6.6296 14.0609 0.028
C -20.5040 -7.3599 14.7453 0.047
C -18.8716 -3.8944 16.4729 0.049
C -18.0205 -2.9751 15.8751 0.066
C -17.5568 -1.9633 16.7471 -0.015
C -18.2242 -2.1185 17.9777 0.116
S -19.2316 -3.5097 18.1033 -0.011
C -22.9551 -10.1379 14.1095 0.044
H -25.2860 -12.8568 9.3528 0.003
H -26.3054 -13.4125 11.7534 0.004
H -25.2467 -11.7370 13.5788 -0.003
H -21.8670 -9.4487 11.0561 -0.001
H -23.2799 -9.3614 16.5595 0.000
H -22.2063 -7.5820 17.8137 0.000
H -20.3759 -5.7406 17.7154 -0.002
H -18.3311 -4.9897 13.9717 -0.002
H -17.8603 -2.9592 14.7975 0.000
H -17.0323 -0.9987 16.5398 0.001
H -18.0619 -1.5050 18.8758 0.002
H -23.7278 -10.6628 14.7428 -0.004
C -9.7412 -11.6272 10.0854 -0.052
S -10.4664 -12.8152 9.0127 0.944
C -12.1559 -12.9981 9.8328 -0.017
C -13.2523 -12.3897 8.9639 0.035
C -14.7429 -12.7816 9.3384 0.031
N -15.3218 -11.8095 10.2722 0.011
P -16.6412 -12.1558 11.3400 0.222
C -17.6408 -13.4812 10.6010 -0.003
C -17.8439 -13.3866 9.2507 0.015
C -18.6549 -14.3285 8.6057 -0.015
C -19.2060 -15.3718 9.3554 0.024
C -19.0668 -15.4723 10.7154 -0.010
C -18.3213 -14.4670 11.3604 0.025
C -16.1289 -12.7022 12.9983 -0.029
C -17.0122 -12.5206 14.0484 0.048
C -16.6836 -13.0470 15.3048 0.003
C -15.4647 -13.6462 15.5074 0.004
C -14.5876 -13.8511 14.4208 -0.002
C -14.9096 -13.3234 13.1852 0.002
P -15.4769 -10.1498 10.0382 0.119
C -14.1943 -9.2978 10.8182 0.024
C -13.3002 -9.9873 11.6752 0.033
C -12.2740 -9.2524 12.2715 -0.020
C -12.2621 -7.8986 12.1255 0.030
C -13.1273 -7.2216 11.2561 -0.009
C -14.1448 -7.9488 10.6572 0.016
C -15.4254 -9.7422 8.3339 0.014
C -16.4671 -10.2996 7.5756 0.037
C -16.5257 -10.1932 6.2168 -0.007
C -15.3693 -9.7021 5.5609 0.015
C -14.2752 -9.2186 6.2846 -0.007
C -14.3166 -9.2230 7.7072 0.016
H -9.2589 -10.8762 9.4265 0.020
H -9.0972 -12.0577 10.8519 0.055
H -10.4001 -10.9440 10.6080 0.022
H -12.0284 -12.5866 10.8363 0.000
H -12.4474 -14.0516 9.9048 0.012
H -13.0552 -12.6907 7.9419 -0.024
H -13.2458 -11.2965 9.0189 0.004
H -14.8527 -13.8160 9.7037 -0.002
H -15.3328 -12.7917 8.4191 0.002
H -17.4026 -12.6637 8.6808 0.022
H -18.8114 -14.4644 7.5316 0.000
H -19.6956 -16.1321 8.8318 0.002
H -19.5081 -16.3319 11.2615 0.000
H -18.2159 -14.6139 12.4263 0.002
H -17.9441 -12.0726 13.7874 0.007
H -17.3665 -12.9933 16.1438 0.001
H -15.1729 -13.9156 16.6212 0.000
H -13.6049 -14.2737 14.5730 0.000
H -14.2613 -13.4635 12.3451 0.004
H -13.3816 -11.0420 11.8470 0.014
H -11.5707 -9.5929 13.0182 0.000
H -11.4688 -7.3271 12.5824 0.002
H -13.0330 -6.1989 11.1286 -0.001
H -14.8622 -7.4758 10.0090 -0.001
H -17.3724 -10.5093 8.1439 -0.005
H -17.3948 -10.4807 5.6412 0.000
H -15.4194 -9.6986 4.4489 0.001
H -13.3862 -8.8385 5.8247 0.000
H -13.4978 -8.8121 8.2637 0.002
S -17.9985 -9.3048 15.9161 0.074
C -17.3916 -9.3977 14.4226 0.035
N -17.0271 -9.4404 13.3171 0.086
N -19.2104 -5.9716 10.1958 -0.001
C -20.1133 -6.3601 9.2808 0.002
N -21.0228 -5.4505 8.9035 0.003
N -20.2354 -7.6097 8.8221 0.014
C -19.4684 -8.4110 9.4916 0.066
N -18.8424 -9.1284 10.1444 0.014
H -19.0786 -5.0096 10.4254 0.000
H -18.6877 -6.6318 10.7233 0.000
H -20.8903 -4.4589 9.0095 0.000
H -21.6347 -5.6796 8.1102 0.000
```


(2)
Below is a structure of composition C51H47AuBrF3N3O2SbSi in a non-equilibrium geometry, with properties calculated with wB97M-V/def2-TZVPD.

Summary:
Charge   +2
LUMO level (alpha / beta)   -7.1145 / -7.1140 eV
Orbital gap (alpha / beta)   4.32 / 4.32 eV
HOMO energy (alpha / beta)   -0.420 / -0.420 Eh

The geometry in XYZ format:
```
110
Properties=species:S:1:pos:R:3:mulliken_charge:R:1
Au 0.1753 1.1534 -0.7164 2.392
C 0.2207 0.5593 1.3299 -0.555
Si -0.2417 -1.2068 1.8079 -0.227
C -1.4128 -2.1826 0.5754 -0.728
N -1.0641 -2.3183 -0.8041 0.256
C -1.8736 -1.7537 -1.8598 0.942
C -2.5250 -2.8728 -2.6876 -0.797
C -1.5590 -4.0588 -2.8397 -0.738
C -0.1117 -3.6146 -2.6519 -0.754
C 0.0919 -3.0893 -1.2288 0.090
C 1.2694 -2.2855 1.9623 0.225
C 1.2030 -3.4293 2.7601 -0.542
C 2.2801 -4.2991 2.8500 -0.836
C 3.4442 -4.0359 2.1431 -0.943
C 3.5320 -2.8989 1.3521 -0.273
C 2.4535 -2.0308 1.2686 1.168
C -1.2602 -1.2015 3.3764 0.549
C -2.2543 -2.1431 3.6486 0.144
C -2.9478 -2.1242 4.8518 -0.863
C -2.6569 -1.1625 5.8096 -0.645
C -1.6714 -0.2173 5.5624 -0.772
C -0.9839 -0.2382 4.3576 -0.424
H 1.2693 0.7838 1.5425 0.849
H -0.3992 1.2533 1.8974 -0.142
H -2.4133 -1.7551 0.6693 0.280
H -1.3600 -3.1635 1.0777 0.593
H -1.2227 -1.1565 -2.5059 -0.030
H -2.6225 -1.0939 -1.4161 -1.037
H -2.7976 -2.4573 -3.6643 0.448
H -3.4512 -3.1939 -2.2083 0.304
H -1.6941 -4.5326 -3.8119 0.424
H -1.7873 -4.8185 -2.0890 0.301
H 0.1497 -2.8443 -3.3836 0.157
H 0.5777 -4.4445 -2.8137 0.545
H 0.9910 -2.4535 -1.1706 -0.603
H 0.2344 -3.9094 -0.5149 0.466
H 0.3058 -3.6402 3.3321 0.323
H 2.2144 -5.1778 3.4777 0.461
H 4.2855 -4.7124 2.2153 0.426
H 4.4453 -2.6930 0.8086 0.427
H 2.5206 -1.1530 0.6338 -0.456
H -2.5066 -2.9096 2.9268 0.381
H -3.7145 -2.8634 5.0421 0.446
H -3.1941 -1.1533 6.7491 0.417
H -1.4338 0.5286 6.3107 0.461
H -0.2075 0.5035 4.1912 0.387
C -0.5446 1.6086 -4.0490 -0.795
O 0.3624 1.1310 -3.0491 -0.108
C 1.5458 0.5808 -3.4986 0.167
C 1.8356 0.3718 -4.8229 -0.332
C 3.0741 -0.1699 -5.1807 -1.095
Br 3.4565 -0.4583 -7.0005 -0.162
C 4.0044 -0.4593 -4.2189 -0.806
C 3.7075 -0.2452 -2.8618 0.565
C 2.4499 0.2459 -2.4692 1.104
O 2.1030 0.4067 -1.2145 -2.624
C 4.7327 -0.4753 -1.8637 0.531
N 4.6402 -0.1394 -0.5767 0.526
C 5.8248 -0.4484 0.0847 0.277
C 6.2197 -0.2961 1.4070 -0.580
C 7.4906 -0.7339 1.7231 -0.705
C 8.3357 -1.3031 0.7586 -0.506
C 7.9403 -1.4555 -0.5560 -0.998
C 6.6626 -1.0137 -0.8697 0.678
N 5.9444 -1.0116 -2.0652 -0.037
H -0.9070 0.7822 -4.6613 0.445
H -0.0598 2.3541 -4.6809 0.470
H -1.3750 2.0586 -3.5219 -0.267
H 1.1305 0.6282 -5.6003 0.652
H 4.9714 -0.8325 -4.5260 0.518
H 3.7813 0.2812 -0.2401 -0.254
H 5.5684 0.1416 2.1507 0.461
H 7.8466 -0.6347 2.7390 0.425
H 9.3235 -1.6289 1.0528 0.425
H 8.5946 -1.8922 -1.2977 0.443
H 6.2818 -1.3525 -2.9500 0.238
F -0.8748 6.6079 4.2883 -0.303
C -1.0995 5.7114 3.3335 0.239
C -2.3828 5.5888 2.8253 -0.676
C -2.6118 4.6537 1.8323 -0.501
C -1.5656 3.8583 1.3678 0.392
C -0.2840 4.0075 1.8907 -0.312
C -0.0418 4.9413 2.8849 -0.716
Sb -1.9636 2.4554 -0.1307 1.510
C -3.0433 3.4992 -1.5957 0.397
C -2.3526 4.2835 -2.5220 -0.806
C -3.0460 5.0321 -3.4553 -0.711
C -4.4303 4.9763 -3.4442 0.250
F -5.1019 5.6874 -4.3404 -0.302
C -5.1390 4.2124 -2.5335 -0.730
C -4.4351 3.4691 -1.6009 -0.237
C -3.3767 1.1737 0.7348 1.122
C -4.2124 0.3985 -0.0714 -1.052
C -5.0847 -0.5121 0.4962 -0.764
C -5.1036 -0.6300 1.8759 0.071
F -5.9306 -1.5148 2.4280 -0.374
C -4.3004 0.1348 2.7001 -0.572
C -3.4272 1.0381 2.1197 -0.953
H -3.1725 6.2213 3.2060 0.484
H -3.6112 4.5548 1.4235 0.423
H 0.5368 3.4013 1.5236 0.215
H 0.9420 5.0850 3.3092 0.492
H -1.2693 4.3280 -2.5154 0.614
H -2.5410 5.6580 -4.1780 0.480
H -6.2197 4.2132 -2.5600 0.494
H -4.9827 2.8795 -0.8761 0.472
H -4.2063 0.5130 -1.1498 0.625
H -5.7537 -1.1138 -0.1033 0.503
H -4.3568 0.0104 3.7709 0.733
H -2.7965 1.6440 2.7613 0.334
```


DFT total energy across the listed records, respectively: -130675.6549; -158503.5604 eV.